Density functional theory data (the ωB97M-V functional and the def2-TZVPD basis) for a gas-phase ion, C6H13N (charge -1) at a distorted geometry.

Structure (XYZ):
```
20
Properties=species:S:1:pos:R:3:lowdin_charge:R:1
C 2.36668 -0.30467 -1.60891 -0.17
C 1.07479 0.01007 -0.92408 -0.34
C 0.46655 -1.11593 -0.13272 -0.26
C -0.70122 -0.72123 0.81592 -0.42
C -1.91828 -0.98439 0.09118 -0.19
C -1.48564 1.59574 1.45359 -0.23
N -0.68863 0.42626 1.78043 -0.16
H 3.22283 -0.11594 -0.92897 0.07
H 2.66704 0.25711 -2.52358 0.06
H 2.29134 -1.33212 -1.90585 0.05
H 0.33666 0.29937 -1.74057 0.11
H 1.32631 0.86909 -0.26589 0.10
H 0.24470 -1.75562 -0.92063 0.06
H 1.28148 -1.44746 0.49935 0.09
H -2.92209 -1.41894 0.30940 -0.04
H -1.79317 -0.41670 -0.92357 0.01
H -2.43995 1.36562 0.97851 0.03
H -1.52410 2.34261 2.40939 0.10
H -1.01742 2.20227 0.69745 0.03
H -0.78788 0.24486 2.83955 0.09
```

Computed properties:
- total energy (eV) = -7918.0538
- charge = -1
- ΔE to the lowest compared entry with this formula, charge and spin (kcal/mol) = 76.1
- 2S+1 = 2
- orbital gap (alpha / beta) (Eh) = 0.1690 / 0.1954